{"formula": "C3H2CoFO", "method": "ωB97M-V/def2-TZVPD", "homo_ev": [-13.62, -13.73], "spin_multiplicity": 4, "charge": 1, "orbital_gap_ha": [0.2966, 0.2825], "s_squared": 3.79, "species": ["C", "C", "O", "C", "F", "H", "H", "Co"], "positions_angstrom": [[-1.281, 0.408, 0.070], [-0.969, -0.951, 0.243], [0.448, -0.911, 0.224], [0.813, 0.340, 0.288], [-2.159, 1.042, 0.869], [-1.249, 0.820, -0.945], [-1.374, -1.735, -0.403], [2.723, 0.724, -0.003]], "forces_ev_per_a": [[1.6, 4.6, 0.7], [2.1, -2.5, -0.7], [-0.8, -0.9, -0.2], [-2.5, -0.1, -0.2], [0.8, -0.9, -0.9], [-0.3, -0.1, 0.2], [-0.2, -0.3, 0.8], [-0.6, 0.2, 0.3]]}

{"formula": "C5H9F3N3", "method": "ωB97M-V/def2-TZVPD", "homo_ev": -14.62, "smiles": "[H]/N=C/[C@@H](/C(N)=[NH+]/C)C(F)(F)F", "charge": 1, "orbital_gap_ha": 0.4202, "species": ["C", "C", "C", "C", "C", "N", "N", "N", "F", "F", "F", "H", "H", "H", "H", "H", "H", "H", "H", "H"], "positions_angstrom": [[2.036, -1.708, -0.409], [0.115, 0.062, -0.028], [-1.467, 1.821, 0.473], [1.496, -0.303, -0.624], [2.515, 0.620, 0.058], [1.408, -2.688, 0.033], [-0.426, -0.815, 0.745], [-0.295, 1.274, -0.230], [2.187, 1.929, -0.245], [2.496, 0.509, 1.394], [3.786, 0.532, -0.363], [3.199, -1.718, -0.574], [-1.310, 2.855, 0.258], [-1.302, 1.532, 1.507], [-2.404, 1.597, -0.037], [1.396, 0.099, -1.711], [1.795, -3.609, 0.185], [0.071, -1.796, 0.766], [-1.425, -0.826, 1.064], [0.158, 1.951, -0.823]], "forces_ev_per_a": [[3.3, -0.2, -0.6], [2.3, -0.1, -0.6], [1.1, -0.1, -1.0], [-0.7, 1.1, -0.7], [0.7, 2.4, -0.2], [-1.9, 0.3, 0.2], [-1.6, -2.9, 1.1], [-1.8, 0.3, -0.2], [0.1, -0.7, 0.3], [-0.1, -0.3, -0.6], [-0.8, -0.9, 0.1], [-2.1, -0.2, -0.1], [-0.3, 1.0, 0.8], [-0.9, 0.4, 0.2], [-0.1, -0.6, 0.5], [0.7, -1.3, 1.5], [0.8, 0.3, -0.1], [-0.8, 1.7, -0.3], [1.5, 0.5, -0.4], [0.5, -0.6, -0.1]]}

{"formula": "C21H15AuO3PS4", "method": "ωB97M-V/def2-TZVPD", "homo_ev": [-11.63, -11.95], "spin_multiplicity": 3, "charge": 1, "orbital_gap_ha": [0.2891, 0.2185], "s_squared": 2.02, "species": ["Au", "O", "C", "S", "C", "C", "S", "S", "S", "C", "C", "C", "C", "C", "C", "P", "C", "C", "C", "C", "C", "C", "C", "C", "C", "C", "C", "C", "H", "H", "H", "H", "H", "H", "H", "H", "H", "H", "H", "H", "H", "H", "H", "O", "O"], "positions_angstrom": [[0.529, -0.874, 2.145], [-0.701, 4.215, 6.855], [-0.779, 3.358, 6.041], [-1.464, 3.656, 4.398], [-1.265, 2.053, 3.811], [-0.669, 1.101, 4.673], [-0.323, -0.525, 4.451], [-0.273, 1.677, 6.266], [-1.891, 1.947, 2.206], [4.080, -1.403, -2.352], [2.952, -1.015, -3.070], [1.760, -0.775, -2.410], [1.685, -0.924, -1.021], [2.815, -1.313, -0.315], [4.014, -1.554, -0.978], [0.114, -0.574, -0.172], [-0.985, -1.813, -0.872], [-2.296, -1.577, -1.286], [-3.058, -2.614, -1.803], [-2.529, -3.893, -1.877], [-1.239, -4.144, -1.428], [-0.467, -3.110, -0.928], [-0.098, 1.174, -0.562], [0.932, 2.010, -0.130], [0.828, 3.381, -0.293], [-0.295, 3.927, -0.903], [-1.314, 3.100, -1.348], [-1.225, 1.725, -1.168], [5.012, -1.588, -2.871], [3.006, -0.899, -4.144], [0.886, -0.474, -2.976], [2.768, -1.437, 0.764], [4.890, -1.856, -0.420], [-2.740, -0.600, -1.190], [-4.071, -2.424, -2.129], [-3.126, -4.699, -2.283], [-0.834, -5.146, -1.466], [0.544, -3.309, -0.594], [1.821, 1.589, 0.326], [1.629, 4.025, 0.047], [-0.367, 4.998, -1.045], [-2.185, 3.522, -1.833], [-2.029, 1.100, -1.520], [-1.573, -0.430, 1.369], [-2.470, 0.410, 2.036]], "forces_ev_per_a": [[-1.2, 0.7, 0.0], [0.0, 0.0, 0.0], [0.0, 0.1, 0.0], [0.0, 0.1, 0.1], [0.1, -0.3, 0.2], [-0.1, 0.4, -0.3], [0.5, -0.5, -0.1], [-0.1, 0.0, 0.1], [0.0, -0.2, -0.3], [0.0, 0.0, 0.0], [0.0, 0.0, 0.0], [0.0, 0.0, 0.1], [0.0, 0.0, -0.2], [0.0, 0.0, 0.0], [0.0, 0.0, 0.0], [2.1, -0.5, -0.2], [-0.4, 0.1, 0.1], [0.0, -0.1, 0.1], [0.0, 0.0, 0.0], [0.0, 0.0, 0.0], [0.0, 0.0, 0.0], [0.0, 0.0, -0.1], [-0.5, 0.0, 0.1], [0.0, 0.0, 0.0], [0.0, 0.0, 0.0], [0.0, 0.0, 0.0], [0.0, 0.0, 0.0], [0.1, 0.1, 0.0], [0.0, 0.0, 0.0], [0.0, 0.0, 0.0], [0.0, 0.0, 0.0], [0.0, 0.0, 0.0], [0.0, 0.0, 0.0], [0.0, 0.0, 0.0], [0.0, 0.0, 0.0], [0.0, 0.0, 0.0], [0.0, 0.0, 0.0], [0.0, 0.0, 0.0], [0.0, 0.0, 0.0], [0.0, 0.0, 0.0], [0.0, 0.0, 0.0], [0.0, 0.0, 0.0], [0.0, 0.0, 0.0], [-1.0, -0.3, -0.2], [0.5, 0.3, 0.6]]}